{"formula": "C26H51Br3CaFN2NbO4Si", "method": "ωB97M-V/def2-TZVPD", "energy_ha": -10277.083163, "total_charge": 0, "symbols": ["C", "C", "C", "C", "C", "C", "C", "C", "C", "C", "Nb", "C", "C", "C", "C", "N", "C", "C", "O", "Si", "C", "C", "C", "H", "H", "H", "H", "H", "H", "H", "H", "H", "H", "H", "H", "H", "H", "H", "H", "H", "H", "H", "H", "H", "H", "H", "H", "H", "H", "H", "H", "H", "H", "H", "H", "H", "H", "H", "H", "H", "H", "H", "H", "H", "H", "H", "H", "H", "F", "C", "C", "C", "C", "C", "C", "H", "H", "H", "H", "H", "C", "Br", "Br", "Br", "H", "Ca", "N", "O", "O", "O"], "positions_angstrom": [[0.943, 1.076, 3.857], [1.200, -0.417, 3.442], [2.311, -1.285, 4.141], [0.368, -0.931, 2.416], [-0.882, -1.847, 2.703], [-1.426, -2.476, 1.341], [-2.780, -1.742, 0.900], [-3.940, -2.392, 1.798], [-3.236, -1.956, -0.611], [-2.253, -1.324, -1.724], [-1.721, 0.885, -1.439], [-3.785, 1.379, -0.524], [-3.555, 2.706, 0.340], [-4.502, 2.825, 1.591], [-4.568, 4.370, 1.969], [-5.325, 5.032, 0.886], [0.422, 0.576, -2.255], [1.378, 1.458, -1.353], [2.765, 1.400, -1.765], [3.710, 1.851, -0.372], [5.434, 2.520, -0.829], [2.862, 3.182, 0.708], [3.836, 0.244, 0.683], [1.868, 1.596, 4.196], [0.158, 1.069, 4.646], [0.521, 1.570, 2.942], [2.624, -2.091, 3.443], [3.171, -0.624, 4.388], [1.922, -1.793, 5.064], [0.528, -0.703, 1.331], [-1.668, -1.160, 3.101], [-0.608, -2.642, 3.442], [-1.674, -3.564, 1.525], [-0.582, -2.442, 0.576], [-2.709, -0.681, 1.216], [-4.783, -2.680, 1.112], [-3.622, -3.332, 2.302], [-4.370, -1.665, 2.520], [-4.258, -1.527, -0.762], [-3.349, -3.098, -0.823], [-1.298, -1.978, -1.742], [-2.702, -1.439, -2.752], [-1.054, 0.556, 0.222], [-1.291, 2.656, -1.243], [-2.357, 1.283, -3.128], [-4.154, 0.586, 0.173], [-4.525, 1.629, -1.322], [-3.532, 3.625, -0.296], [-2.508, 2.619, 0.748], [-5.526, 2.412, 1.445], [-3.975, 2.344, 2.461], [-4.973, 4.544, 2.995], [-3.515, 4.754, 1.902], [-5.481, 6.019, 1.062], [-6.191, 4.525, 0.730], [0.760, -0.492, -2.130], [0.498, 0.849, -3.336], [1.037, 2.520, -1.485], [1.222, 1.105, -0.297], [6.158, 2.060, -0.104], [5.668, 2.246, -1.882], [5.404, 3.628, -0.665], [1.859, 2.825, 1.067], [3.478, 3.299, 1.642], [2.691, 4.155, 0.190], [4.652, -0.367, 0.229], [2.884, -0.327, 0.520], [3.992, 0.494, 1.755], [0.643, -2.177, -4.134], [1.031, -1.916, -5.402], [2.151, -1.134, -5.616], [2.553, -0.869, -6.919], [1.826, -1.379, -7.989], [0.699, -2.160, -7.758], [0.301, -2.435, -6.456], [2.699, -0.739, -4.770], [3.433, -0.264, -7.100], [2.139, -1.168, -9.004], [0.131, -2.554, -8.591], [-0.569, -3.048, -6.256], [3.799, 0.658, 7.796], [3.929, -1.204, 7.285], [4.560, 1.823, 6.449], [1.980, 1.157, 8.230], [4.389, 0.785, 8.697], [-1.270, -3.801, -1.311], [1.992, -6.774, -2.511], [1.010, -6.051, -2.175], [2.937, -6.923, -1.728], [1.994, -7.325, -3.618]], "lowdin_charge": [-0.05, -0.27, -0.08, -0.12, -0.15, -0.23, -0.37, -0.06, -0.32, -0.43, 1.50, -0.39, -0.36, -0.21, -0.29, -0.03, -0.37, -0.44, -0.26, 0.48, -0.18, -0.18, -0.16, 0.06, 0.09, 0.08, 0.08, 0.04, 0.05, 0.07, 0.12, 0.12, 0.10, 0.07, 0.09, 0.08, 0.08, 0.08, 0.11, 0.06, -0.09, 0.06, -0.08, -0.07, -0.13, 0.01, 0.03, 0.09, 0.04, 0.10, 0.10, 0.10, 0.11, 0.06, 0.06, 0.02, 0.04, 0.08, 0.04, 0.04, 0.03, 0.03, 0.02, 0.04, 0.04, 0.04, 0.02, 0.03, 0.02, -0.28, -0.01, -0.07, -0.09, -0.08, -0.02, 0.12, 0.11, 0.10, 0.11, 0.11, -1.61, 0.59, 0.56, 0.56, -0.03, 1.59, -0.65, -0.19, -0.04, -0.03]}

***

{"formula": "C4H11NO2", "method": "ωB97M-V/def2-TZVPD", "energy_ha": -364.056692, "relative_energy_kcal_mol": 132.7, "total_charge": 0, "symbols": ["C", "N", "C", "C", "C", "O", "H", "H", "H", "H", "H", "H", "H", "H", "H", "H", "H", "O"], "positions_angstrom": [[0.585, 1.421, -0.361], [-0.413, 0.617, -0.879], [-0.166, 0.088, -2.171], [-1.432, -0.051, -0.163], [-0.124, -0.787, 0.291], [0.371, -0.927, 1.507], [0.262, 1.775, 0.653], [1.539, 0.894, -0.251], [0.513, 2.337, -1.025], [0.410, -0.873, -2.310], [0.112, 0.832, -2.993], [-1.103, -0.089, -2.649], [-1.963, -0.700, -0.740], [-1.947, 0.433, 0.650], [-0.410, -1.759, -0.276], [0.581, -1.076, 3.101], [2.023, -0.967, 3.668], [1.160, -1.168, 3.949]], "lowdin_charge": [-0.09, -0.29, -0.09, -0.10, -0.26, -0.10, 0.12, 0.11, 0.12, 0.12, 0.12, 0.07, 0.08, 0.13, 0.17, 0.01, -0.02, -0.11]}

***

{"formula": "C24H45BBrCl14IN2OPS", "method": "ωB97M-V/def2-TZVPD", "energy_ha": -11204.724388, "total_charge": 1, "symbols": ["C", "C", "B", "O", "C", "C", "C", "C", "C", "I", "C", "N", "S", "C", "P", "N", "C", "Br", "H", "H", "H", "H", "H", "H", "H", "H", "H", "H", "H", "H", "H", "H", "H", "H", "H", "Cl", "C", "C", "Cl", "H", "H", "H", "H", "Cl", "C", "C", "Cl", "H", "H", "H", "H", "Cl", "C", "C", "Cl", "H", "H", "H", "H", "Cl", "C", "C", "Cl", "H", "H", "H", "H", "Cl", "C", "C", "Cl", "H", "H", "H", "H", "Cl", "C", "C", "Cl", "H", "H", "H", "H", "Cl", "C", "C", "Cl", "H", "H", "H", "H"], "positions_angstrom": [[1.527, -3.781, 0.418], [2.051, -3.031, -0.878], [0.963, -2.014, -1.396], [0.413, -2.311, -2.676], [0.475, -0.653, -0.535], [-0.911, -0.269, -0.368], [-2.093, -1.018, -0.974], [-2.898, -1.875, 0.063], [-4.215, -1.144, 0.512], [-4.417, -1.362, 2.652], [-1.237, 0.856, 0.365], [-0.309, 1.647, 0.945], [-0.888, 3.054, 1.790], [1.014, 1.335, 0.847], [2.340, 2.411, 1.641], [3.120, 1.618, 2.746], [1.416, 0.205, 0.122], [3.292, -0.127, 0.040], [0.655, -4.381, 0.088], [2.297, -4.438, 0.846], [1.201, -2.999, 1.130], [3.051, -2.597, -0.744], [2.172, -3.823, -1.643], [-0.150, -3.088, -2.494], [-1.845, -1.649, -1.835], [-2.790, -0.247, -1.356], [-2.303, -2.237, 0.914], [-3.233, -2.778, -0.482], [-5.075, -1.617, 0.015], [-4.203, -0.086, 0.215], [-2.276, 1.181, 0.486], [-1.028, 2.612, 3.071], [1.769, 3.545, 2.258], [3.171, 2.897, 0.594], [4.109, 1.569, 2.503], [-0.060, 0.191, -2.724], [0.032, 1.050, -4.294], [-0.086, 2.543, -4.121], [-1.719, 3.025, -3.586], [-0.750, 0.657, -4.940], [0.997, 0.802, -4.738], [0.098, 3.041, -5.072], [0.631, 2.920, -3.394], [6.385, 0.747, 4.616], [5.023, 0.275, 5.665], [5.267, -1.042, 6.359], [5.262, -2.412, 5.220], [4.122, 0.246, 5.053], [4.906, 1.066, 6.405], [4.474, -1.228, 7.082], [6.218, -1.045, 6.887], [5.048, -4.681, -2.621], [5.103, -4.021, -4.275], [4.919, -2.524, -4.295], [3.263, -2.048, -3.827], [4.342, -4.526, -4.866], [6.080, -4.276, -4.686], [5.085, -2.145, -5.302], [5.615, -2.026, -3.624], [2.072, -7.365, 0.355], [0.740, -8.068, 1.307], [-0.611, -7.594, 0.831], [-0.881, -5.861, 1.171], [0.904, -7.821, 2.354], [0.808, -9.149, 1.196], [-1.397, -8.142, 1.350], [-0.734, -7.751, -0.238], [-5.331, 0.614, -2.342], [-5.295, 1.345, -3.971], [-5.413, 2.847, -3.915], [-7.024, 3.370, -3.367], [-6.094, 0.899, -4.558], [-4.343, 1.069, -4.425], [-5.262, 3.267, -4.908], [-4.674, 3.281, -3.244], [-9.322, 4.246, 2.048], [-8.609, 5.002, 0.603], [-7.362, 4.289, 0.143], [-6.008, 4.489, 1.291], [-8.411, 6.047, 0.831], [-9.364, 4.962, -0.182], [-7.031, 4.700, -0.809], [-7.537, 3.223, 0.012], [3.585, 8.046, 3.102], [3.170, 6.364, 3.508], [4.389, 5.534, 3.827], [5.411, 5.256, 2.393], [2.608, 5.945, 2.673], [2.514, 6.401, 4.377], [4.083, 4.552, 4.191], [5.004, 6.005, 4.591]], "lowdin_charge": [-0.13, -0.22, -0.50, -0.05, -0.16, -0.24, -0.18, -0.28, -0.66, 0.76, -0.06, -0.40, 0.90, -0.36, 0.68, -0.31, -0.55, 0.92, -0.02, 0.06, 0.07, 0.03, 0.08, 0.13, 0.10, 0.08, 0.07, 0.11, 0.04, 0.00, 0.13, -0.07, -0.03, 0.02, -0.04, 0.91, -0.52, -0.63, 0.57, 0.08, 0.09, 0.08, 0.07, 0.53, -0.67, -0.66, 0.53, 0.04, 0.07, 0.07, 0.07, 0.56, -0.65, -0.63, 0.63, 0.07, 0.08, 0.08, 0.07, 0.57, -0.65, -0.63, 0.59, 0.07, 0.08, 0.07, 0.07, 0.58, -0.64, -0.67, 0.58, 0.07, 0.06, 0.08, 0.04, 0.54, -0.66, -0.69, 0.52, 0.07, 0.07, 0.03, 0.06, 0.56, -0.68, -0.66, 0.53, 0.04, 0.07, 0.06, 0.07]}

***

{"formula": "C4H12N3", "method": "ωB97M-V/def2-TZVPD", "energy_ha": -323.623930, "relative_energy_kcal_mol": 34.1, "total_charge": 1, "smiles": "N/C=N\\CCC[NH3+]", "symbols": ["N", "C", "N", "C", "C", "C", "N", "H", "H", "H", "H", "H", "H", "H", "H", "H", "H", "H", "H"], "positions_angstrom": [[1.294, 2.898, 0.234], [1.722, 1.661, 0.620], [1.168, 0.540, 0.381], [0.043, 0.447, -0.508], [-0.086, -0.995, -1.010], [-1.249, -1.770, -0.418], [-1.194, -1.604, 1.067], [1.927, 3.662, 0.400], [0.780, 3.000, -0.624], [2.544, 1.683, 1.324], [-0.869, 0.784, -0.008], [0.054, 1.151, -1.348], [-0.081, -1.019, -2.102], [0.855, -1.510, -0.817], [-1.284, -2.821, -0.694], [-2.177, -1.384, -0.844], [-0.724, -0.732, 1.327], [-0.637, -2.331, 1.455], [-2.086, -1.658, 1.564]], "lowdin_charge": [0.12, -0.27, -0.01, -0.27, -0.17, -0.14, 0.21, 0.10, 0.09, 0.12, 0.12, 0.11, 0.13, 0.12, 0.13, 0.14, 0.14, 0.16, 0.18]}

***

| no. | orbital gap (eV) | HOMO level (Eh) |
| --- | --- | --- |
| 1 | 4.56 | -0.270 |
| 2 | 8.93 | -0.312 |
| 3 | 7.05 | -0.421 |
| 4 | 9.46 | -0.470 |